Density functional theory data (the ωB97M-V functional and the def2-TZVPD basis) for 2 unconnected molecules or ions with the total composition C14H16 in a non-equilibrium geometry.

LUMO   0.856 eV
Structure (SMILES)   Cc1ccccc1.Cc1ccccc1
Energy relative to the best compared isomer or geometry (same formula, charge and spin)   78.7 kcal per mole
E   -542.94746 hartree
Max |F|   6.5 eV/A

Each line ends with the Mulliken charge.
Positions of all 30 atoms, in Å:
C 0.4851 -1.8840 2.7825  -1.2901
C -0.1550 -1.6298 0.3638  -0.1766
C -0.5166 -1.6133 1.7649  0.7237
C -1.1186 -1.5093 -0.6464  -0.6581
C -2.4874 -1.2246 -0.2290  -0.4972
C -1.8668 -1.6979 2.0493  -0.6197
C -2.8064 -1.3705 1.0949  -0.3957
H 0.8638 -1.6600 -0.0814  0.2280
H -0.8169 -1.5528 -1.6487  0.5022
H 0.5894 -0.8192 3.1779  0.2637
H 1.4775 -1.6406 2.4052  0.3542
H -3.1543 -0.9658 -1.0533  0.3862
H -2.2297 -1.9407 2.9300  0.6027
H -3.7304 -1.0752 1.6508  0.2465
H 0.3140 -2.6102 3.5871  0.3316
C 1.9938 0.6994 -2.9868  -1.6370
C -0.6345 2.1888 -0.7724  -0.3477
C 0.0557 1.7046 -1.8843  -0.7765
C 0.0409 2.4386 0.4678  -0.5402
C 1.4315 1.4123 -1.7997  0.9628
C 1.3997 2.0988 0.5557  -0.2674
C 2.0696 1.5837 -0.5455  -0.3818
H -1.6514 2.2284 -0.9897  0.4483
H -0.4532 1.5053 -2.7140  0.4577
H -0.7139 2.6444 1.3671  0.2306
H 2.0744 2.2949 1.4356  0.3156
H 1.3274 0.7402 -3.9149  0.2816
H 2.1949 -0.3389 -2.7393  0.2829
H 3.0883 1.1995 -0.4184  0.3381
H 2.9290 0.7941 -3.2090  0.6314

Cartesian forces (eV/Å) of the 6 atoms listed first:
C 1.4842 3.8524 1.1504
C -0.5185 0.6522 -0.7073
C -0.5114 -2.6737 -2.8221
C -1.7386 0.7327 3.6685
C 1.8575 -0.6381 -1.8351
C 2.5113 1.4055 -4.0227

---

Density functional theory data (the ωB97M-V functional and the def2-TZVPD basis) for 2 unconnected molecules or ions with the total composition C14H16 in a non-equilibrium geometry.

LUMO (spin up / spin down)   -4.156 / -8.013 eV
Energy relative to the best compared isomer or geometry (same formula, charge and spin)   16.3 kcal per mole
<S²>   0.768
E   -542.72753 hartree
Multiplicity   2
Max |F|   2.5 eV/A
Total charge   +1

Each line ends with the Mulliken charge.
Positions of all 30 atoms, in Å:
C 0.2371 -0.2401 3.3025  -1.2963
C 2.5829 -1.7058 0.7500  -0.6706
C 1.6295 -2.3687 -0.0334  -0.2348
C 2.1553 -1.1684 1.9518  -0.4159
C 0.8142 -1.2600 2.3477  0.5422
C 0.3829 -2.6693 0.4389  -1.0064
C -0.1072 -1.9434 1.5651  -0.3166
H 3.5984 -1.4638 0.4717  0.4341
H 1.9743 -2.8496 -0.9450  0.4156
H 2.9703 -0.8404 2.5901  0.3669
H -0.2920 -3.2968 -0.1308  0.5270
H -0.5269 -0.6569 3.9625  0.3956
H -0.0873 0.6518 2.7773  0.2238
H -1.1574 -1.9629 1.8221  0.7014
H 0.9852 0.0916 4.0357  0.3989
C -1.8961 -0.3969 -0.9688  -1.2411
C -1.1572 2.5334 -3.1323  -0.3281
C -0.3262 3.2832 -2.2535  -0.3941
C -1.6282 1.3076 -2.7474  -0.5992
C -1.2815 0.8504 -1.4649  1.1166
C 0.1478 2.7174 -1.0283  -0.4731
C -0.2736 1.4582 -0.6818  -0.1268
H -1.4377 2.9702 -4.0797  0.4180
H 0.0147 4.2418 -2.6205  0.4024
H -2.2704 0.8020 -3.4545  0.4090
H 0.9015 3.1351 -0.3751  0.4353
H -1.1314 -1.1985 -1.0712  0.2067
H -2.8320 -0.6771 -1.4412  0.4219
H 0.0105 1.0890 0.2949  0.2904
H -1.9997 -0.4333 0.1181  0.3971

Cartesian forces (eV/Å) of the 6 atoms listed first:
C 1.0173 -0.5770 1.6627
C -1.1684 0.7362 0.3621
C 1.7548 -1.1867 -0.5654
C 0.6439 -1.0191 0.0516
C -1.0108 1.5781 -0.5510
C -1.4497 1.4313 0.7058

---

Density functional theory data (the ωB97M-V functional and the def2-TZVPD basis) for a molecular structure, C14H16AlBClF14K2MgNaO7 in a non-equilibrium geometry.

LUMO   -5.990 eV
E   -4757.86541 hartree
Max |F|   3.1 eV/A

Each line ends with the Mulliken charge.
Positions of all 58 atoms, in Å:
O 4.9099 0.0752 1.9443  -0.5231
C 4.2128 1.0293 2.0850  0.2499
C 3.2403 1.6220 1.1431  -0.7324
C 2.4959 2.5106 1.8056  0.8559
C 1.3706 3.3290 1.2796  -0.7932
C 0.1892 3.5118 2.2365  -0.7038
C -0.2920 2.2723 3.0078  -1.0635
C -1.4426 1.5301 2.3852  0.9848
F -2.4082 2.3278 1.9233  -0.3092
F -2.0372 0.7676 3.3703  -0.3538
C -1.0861 0.4962 1.2576  0.6350
F -1.8680 0.6565 0.1926  -0.2929
F -1.3380 -0.7624 1.6905  -0.3428
F 0.1634 0.5281 0.8744  -0.2052
C 2.9938 2.5096 3.2186  0.4287
O 2.5103 3.0092 4.1880  -0.5029
O 4.1425 1.7426 3.2700  -0.3217
H 3.1721 1.3393 0.1053  0.5642
H 1.0812 2.9602 0.2961  0.2826
H 1.7637 4.3377 1.1047  0.5064
H 0.3764 4.3222 2.9322  0.3541
H -0.6459 3.8635 1.6306  0.5308
H 0.4955 1.5523 3.2285  0.4774
H -0.6736 2.6040 3.9734  0.2830
C -2.1806 -3.4436 -0.3405  -1.3487
C -1.1986 -4.0253 -1.3617  1.5132
C -0.0059 -3.1444 -1.5991  -0.8454
O 0.3447 -3.4451 -2.9622  -0.3979
C -0.7971 -3.8715 -3.6071  0.3278
O -0.9011 -3.9782 -4.7817  -0.4663
O -1.8195 -4.0850 -2.7196  -0.2363
H -2.6572 -2.5070 -0.6480  -0.1915
H -2.9878 -4.1354 -0.1894  0.7827
H -1.6298 -3.2617 0.5939  0.0473
H -0.9019 -5.0258 -1.0669  -0.1267
H 0.8157 -3.3724 -0.9247  0.4900
H -0.2406 -2.0673 -1.5260  0.0155
K -1.0234 -1.5000 -3.6524  0.9454
C -1.0175 2.5722 -5.9070  -0.5091
O -0.4551 1.7932 -4.9852  -0.4467
H -1.6808 3.3607 -5.4641  0.2497
H -0.2858 3.1939 -6.4716  0.2460
H -1.6478 2.0639 -6.6598  0.2223
K -4.4498 -4.6477 0.6802  0.9326
F -4.5119 -3.6135 -2.1382  -0.7139
Mg -4.5325 -1.9413 -2.0504  0.9038
Cl -1.2333 -6.5037 -2.5846  -0.4211
B 1.4142 7.5622 1.3195  0.4711
F 2.7424 7.4355 1.7577  -0.4109
F 0.7310 8.5140 2.0820  -0.3826
F 1.3789 7.8997 -0.0403  -0.3927
F 0.7743 6.2933 1.4858  -0.2770
F 2.4095 -5.5442 -1.2240  -0.3609
Al 1.7245 -6.1238 0.1800  0.5580
F 0.6091 -7.3410 -0.0824  -0.3642
F 0.8039 -4.8178 0.8134  -0.3922
F 2.8333 -6.5559 1.3435  -0.4022
Na -1.8674 -3.7590 3.2743  0.9725

Cartesian forces (eV/Å) of the 6 atoms listed first:
O 0.1147 0.2175 0.1336
C 0.1750 -0.1853 -0.4316
C -0.1165 0.2761 0.3288
C -0.0347 -0.3790 -0.5580
C 0.3972 0.4793 0.4164
C -0.4198 -0.2119 -0.4634

---

Density functional theory data (the ωB97M-V functional and the def2-TZVPD basis) for a molecular structure, C14H16Br2CdN2O2.

LUMO   -6.864 eV
E   -6118.29698 hartree
Max |F|   0.2 eV/A
Total charge   +2

Each line ends with the Mulliken charge.
Positions of all 37 atoms, in Å:
Cd 0.0245 0.6725 0.1768  0.8881
Br 3.7937 -4.5040 -2.1652  -0.0450
C 2.8277 -3.0535 -1.5208  -0.2298
C 3.4706 -1.8733 -1.1726  -0.5946
C 2.6991 -0.8335 -0.7059  -0.1172
N 1.3670 -0.9141 -0.5747  -0.0444
C 0.7371 -2.0547 -0.9102  0.3233
C 1.4466 -3.1425 -1.3861  -0.2100
C -0.7504 -2.0984 -0.7505  0.3469
C -1.4828 -3.2242 -1.0818  -0.2427
C -2.8635 -3.2159 -0.9151  -0.2228
Br -3.8626 -4.7203 -1.3521  -0.0458
C -3.4817 -2.0757 -0.4196  -0.6061
C -2.6873 -0.9944 -0.1128  -0.1029
N -1.3560 -0.9978 -0.2713  -0.0816
H 4.5415 -1.7652 -1.2631  0.4593
H 3.1607 0.1046 -0.4264  0.4272
H 0.9527 -4.0616 -1.6570  0.4646
H -1.0080 -4.1112 -1.4690  0.4624
H -4.5512 -2.0302 -0.2757  0.4591
H -3.1294 -0.0875 0.2788  0.4299
C 0.3628 1.1727 3.4169  -0.7718
O 0.0045 1.7301 2.1294  -0.3520
C 0.3295 3.1297 2.0056  -0.4151
C -0.3475 3.6647 0.7685  -0.4066
O 0.0170 2.8292 -0.3513  -0.3389
C -0.3138 3.4235 -1.6312  -0.7538
H -0.1955 1.6925 4.1934  0.3155
H 1.4347 1.2790 3.5833  0.3570
H 0.0831 0.1231 3.4030  0.2681
H 1.4154 3.2398 1.9511  0.3475
H -0.0409 3.6628 2.8829  0.3746
H -0.0064 4.6839 0.5792  0.3801
H -1.4356 3.6655 0.8705  0.3451
H 0.2561 4.3434 -1.7475  0.3109
H -1.3829 3.6290 -1.6787  0.3553
H -0.0291 2.7120 -2.4009  0.2664

Cartesian forces (eV/Å) of the 6 atoms listed first:
Cd -0.0055 -0.1443 -0.0689
Br 0.0152 -0.0212 -0.0043
C -0.0105 0.0113 0.0017
C -0.0015 -0.0074 -0.0058
C -0.0063 0.0398 0.0138
N 0.0458 0.0492 0.0122

---

Density functional theory data (the ωB97M-V functional and the def2-TZVPD basis) for a gas-phase ion, C14H16Br2F4N5 (charge +1) in a non-equilibrium geometry.

LUMO   -3.187 eV
Structure (SMILES)   C[C@@H](F)Cc1nc(NCC[C@@](F)(Br)C(F)(F)Br)n(-c2ccccn2)[nH+]1
E   -6364.14986 hartree
Max |F|   1.0 eV/A
Total charge   +1

Each line ends with the Mulliken charge.
Positions of all 41 atoms, in Å:
C 0.2121 3.0293 -2.7992  -1.0205
C 0.9871 1.7651 -3.0738  0.3202
F 1.5264 1.7943 -4.3366  -0.3616
C 2.1389 1.4961 -2.0806  -0.5540
C 1.6721 0.6948 -0.9285  0.3932
N 0.5425 0.9037 -0.2883  -0.3280
C 0.4877 -0.0313 0.6829  0.1099
N -0.4926 -0.1357 1.5492  -0.0715
C -1.6503 0.7577 1.5672  -0.9226
C -2.3943 0.8255 0.2247  -0.6907
C -3.8999 0.7227 0.3505  0.3951
F -4.2326 -0.5700 0.5999  -0.3086
Br -4.5856 1.8704 1.7392  -0.0162
C -4.5669 1.1325 -0.9961  0.4916
F -4.4633 2.4526 -1.1737  -0.1894
F -3.8763 0.5470 -2.0022  -0.2022
Br -6.3929 0.5644 -1.1231  -0.0573
N 1.5760 -0.8244 0.6207  0.3045
C 1.9495 -1.9545 1.4263  0.9608
C 2.6516 -3.0031 0.8454  -0.5198
C 3.0009 -4.0624 1.6824  -0.5188
C 2.5929 -3.9966 3.0142  -0.3846
C 1.8555 -2.9081 3.4676  -0.4117
N 1.5396 -1.8788 2.6738  -0.4463
N 2.3310 -0.3420 -0.4041  -0.4180
H -0.5037 2.8642 -2.0037  0.1628
H 0.8602 3.8656 -2.5568  0.3302
H -0.3591 3.2715 -3.6909  0.3748
H 0.2950 0.9223 -3.0240  0.2722
H 2.9015 0.9490 -2.6266  0.3392
H 2.5321 2.4444 -1.7248  0.3041
H -0.4276 -0.8458 2.2586  0.2493
H -1.3196 1.7452 1.8746  0.2740
H -2.3144 0.4048 2.3457  0.5775
H -2.1757 1.7813 -0.2427  0.2798
H -2.0254 0.0610 -0.4474  0.3528
H 2.9093 -3.0165 -0.2008  0.4120
H 3.5528 -4.9070 1.3067  0.4432
H 2.8316 -4.7958 3.6976  0.3761
H 1.5220 -2.8637 4.4910  0.4213
H 3.2116 -0.7298 -0.6944  0.2768

Cartesian forces (eV/Å) of the 6 atoms listed first:
C -0.0467 -0.0348 -0.3424
C -0.3695 -0.1757 0.7336
F 0.2726 0.0887 -0.2852
C -0.2437 -0.1189 -0.3886
C -0.0475 0.1239 0.0606
N -0.2324 0.1596 0.1712

---

Density functional theory data (the ωB97M-V functional and the def2-TZVPD basis) for C14H16BrFN2O in the gas phase in a non-equilibrium geometry.

LUMO   -1.357 eV
Structure (SMILES)   C[C@@H](Br)Cc1cc2ncc(CCCF)nc2cc1O
E   -3401.22449 hartree
Max |F|   7.5 eV/A

Each line ends with the Mulliken charge.
Positions of all 35 atoms, in Å:
C 4.2211 0.1900 0.1407  -0.9182
C 4.7305 -1.3584 -0.0393  -0.0651
Br 5.4641 -1.9476 1.7659  -0.2003
C 3.5513 -2.4370 -0.4174  -0.9032
C 2.0534 -1.7698 -0.5737  0.4968
C 1.0607 -1.8323 0.7391  -0.5251
C -0.4640 -1.1569 0.7477  0.3190
N -1.2430 -1.2766 2.0266  -0.4969
C -2.5602 -0.5732 1.8519  -0.2788
C -3.0834 0.1924 0.5145  0.3052
C -4.5721 0.9328 0.4987  -0.5182
C -4.3422 2.5541 0.2309  -0.5015
C -2.9158 3.1221 0.8202  -0.0749
F -2.9494 4.6177 0.6171  -0.3382
N -2.2874 0.2443 -0.7585  -0.4575
C -0.9572 -0.4412 -0.6264  0.3775
C 0.0366 -0.4040 -1.9641  -0.6542
C 1.5442 -1.0596 -1.9836  0.5062
O 2.3632 -1.0055 -3.2095  -0.4966
H 3.5424 0.5896 -0.7327  0.2190
H 3.7490 0.3202 1.2115  0.2971
H 5.2035 0.8664 0.1253  0.3289
H 5.6393 -1.3538 -0.7777  0.4256
H 3.8786 -3.0346 -1.3854  0.2557
H 3.4549 -3.2457 0.4544  0.4277
H 1.4424 -2.3750 1.7098  0.2355
H -3.2819 -0.5488 2.8018  0.2562
H -5.1619 0.4176 -0.3993  0.2624
H -5.1883 0.6967 1.4668  0.3161
H -5.2108 3.1199 0.8011  0.2839
H -4.3844 2.8472 -0.9097  0.2575
H -1.9674 2.7599 0.1950  0.1662
H -2.7747 2.9456 1.9749  0.2084
H -0.3587 0.1369 -2.9433  0.1427
H 1.7677 -0.7333 -3.9734  0.3409

Cartesian forces (eV/Å) of the 6 atoms listed first:
C 1.2745 0.3851 0.3828
C -0.6629 0.9291 -0.5121
Br -0.1830 0.4417 -1.1118
C -0.6827 -0.5338 0.0532
C -2.6442 0.5740 1.1442
C -0.0702 1.5200 -3.8757